Entry 1:
DFT (ωB97M-V/def2-TZVPD) results for a molecular structure, C22H20AuBN3O4 at a distorted geometry.

Geometry as ORCA input:
```
! RIJCOSX wB97M-V def2-TZVPD def2/J DEFGRID3
* xyz 1 1
Au 0.380 -2.901 -0.436
O -3.247 -5.043 -0.890
C -2.191 -4.542 -0.590
N -1.254 -3.988 -1.417
C -1.377 -3.824 -2.768
O -2.275 -4.187 -3.487
C -0.209 -3.046 -3.356
C -0.222 -2.769 -4.712
C 0.821 -2.041 -5.264
C 1.875 -1.643 -4.454
C 1.838 -1.963 -3.111
N 0.812 -2.638 -2.585
C -1.792 -4.446 0.874
C -2.682 -4.910 1.828
C -2.351 -4.805 3.170
C -1.116 -4.283 3.527
C -0.263 -3.856 2.528
N -0.607 -3.929 1.240
H -1.053 -3.137 -5.296
H 0.810 -1.782 -6.314
H 2.713 -1.088 -4.850
H 2.637 -1.683 -2.439
H -3.611 -5.342 1.485
H -3.051 -5.122 3.931
H -0.815 -4.200 4.561
H 0.716 -3.457 2.754
C 2.304 4.765 2.115
C 1.082 4.873 1.185
C 1.530 5.365 -0.203
C 0.121 5.903 1.774
C 0.448 3.492 1.046
C -0.866 3.226 1.440
C -1.452 1.967 1.347
C -0.667 0.962 0.836
O -0.945 -0.383 0.643
B 0.204 -0.902 0.128
O 1.188 0.026 -0.041
C 0.637 1.213 0.422
C 1.219 2.450 0.515
H 2.756 5.750 2.247
H 3.064 4.095 1.714
H 2.001 4.391 3.095
H 1.956 6.366 -0.120
H 0.677 5.406 -0.882
H 2.284 4.712 -0.642
H 0.630 6.864 1.847
H -0.201 5.621 2.778
H -0.759 6.039 1.142
H -1.465 4.031 1.841
H -2.472 1.797 1.661
H 2.238 2.598 0.186
*
```

HOMO (alpha / beta): -11.5 / -11.5 eV
maximum force: 2.15 eV/A
orbital gap (alpha / beta): 5.88 / 5.88 eV


Entry 2:
DFT (ωB97M-V/def2-TZVPD) results for a molecular structure, C22H20BBiClF4N8O8S at a distorted geometry.

Geometry as ORCA input:
```
! RIJCOSX wB97M-V def2-TZVPD def2/J DEFGRID3
* xyz -1 1
Bi -0.096 -0.098 -0.143
C -1.225 -1.864 4.244
C -1.212 -0.734 3.418
N -1.237 -1.081 2.136
N -1.255 -2.429 2.109
C -1.249 -2.922 3.359
B -1.253 -3.256 0.800
N 0.084 -2.968 0.045
C 1.369 -2.557 0.659
C 2.330 -2.976 -0.407
C 1.597 -3.500 -1.419
N 0.259 -3.532 -1.142
N -2.427 -2.874 -0.102
C -3.416 -3.654 -0.572
C -4.223 -2.883 -1.381
C -3.625 -1.612 -1.348
N -2.549 -1.619 -0.574
H -1.219 -1.900 5.319
H -1.187 0.305 3.709
H -1.268 -3.986 3.522
H -1.342 -4.424 1.105
H 1.507 -3.117 1.596
H 3.397 -2.828 -0.347
H 1.929 -3.872 -2.375
H -3.464 -4.696 -0.302
H -5.101 -3.191 -1.922
H -3.918 -0.705 -1.855
O 4.259 0.685 1.742
Cl 4.283 -0.277 0.612
O 5.065 -1.508 0.877
O 1.406 -1.191 0.935
O 1.569 1.150 -0.747
F -1.853 4.357 -2.610
C -1.254 3.239 -3.046
F -1.403 3.180 -4.372
F 0.047 3.333 -2.772
S -1.991 1.756 -2.245
O -3.383 1.814 -2.589
O -1.221 0.649 -2.775
O -1.695 1.995 -0.824
F 4.804 0.464 -5.116
C 3.985 0.634 -4.040
C 2.821 -0.099 -3.958
C 1.989 0.075 -2.862
C 2.319 0.975 -1.841
C 3.506 1.707 -1.967
C 4.339 1.540 -3.063
H 2.564 -0.791 -4.750
H 1.052 -0.469 -2.825
H 3.759 2.410 -1.182
H 5.258 2.104 -3.162
N -3.148 4.056 2.425
C -2.100 4.057 3.284
O -2.084 4.732 4.297
C -0.936 3.182 2.922
C 0.254 3.322 3.629
C 1.346 2.551 3.276
C 1.227 1.658 2.223
N 0.074 1.514 1.569
C -0.987 2.244 1.910
H -3.907 4.681 2.633
H -3.111 3.638 1.512
H 0.294 4.043 4.434
H 2.293 2.634 3.791
H 2.057 1.043 1.899
H -1.878 2.050 1.332
*
```

HOMO (alpha / beta): -3.6 / -3.1 eV
maximum force: 2.94 eV/A
orbital gap (alpha / beta): 3.72 / 2.79 eV
relative energy (zero: lowest compared OMol25 entry of this formula, charge and spin): 0.963 eV


Entry 3:
DFT (ωB97M-V/def2-TZVPD) results for a molecular structure, C22H20BrNRu at a distorted geometry.

Geometry as ORCA input:
```
! RIJCOSX wB97M-V def2-TZVPD def2/J DEFGRID3
* xyz 0 5
C 2.723 1.593 -1.925
C 3.262 0.503 -1.129
C 2.618 -0.766 -1.597
H 4.127 0.544 -0.479
C 1.359 -0.269 -2.294
C 1.590 1.145 -2.601
H 0.965 1.728 -3.279
H 3.153 2.603 -1.966
H 2.976 -1.790 -1.600
H 0.648 -0.966 -2.716
Ru 1.320 -0.172 -0.288
Br 1.973 0.806 1.917
C 0.200 2.869 0.886
C -0.362 3.090 -0.392
C 0.349 4.170 -1.013
H -1.205 2.501 -0.798
C 1.203 4.786 -0.022
C 1.135 3.948 1.135
H 1.807 3.984 1.998
H -0.270 2.169 1.635
H 0.231 4.504 -2.046
H 1.749 5.750 -0.130
C -3.753 0.142 2.616
C -3.730 0.451 1.256
C -2.582 0.200 0.495
C -1.424 -0.363 1.080
C -1.464 -0.669 2.471
C -2.620 -0.408 3.236
N -0.415 -0.825 0.224
C -0.316 -2.207 -0.051
C 0.710 -2.935 0.599
C 0.906 -4.267 0.232
C 0.115 -4.854 -0.753
C -0.844 -4.107 -1.430
C -1.069 -2.767 -1.118
H -4.675 0.297 3.206
H -4.621 0.880 0.779
H -2.552 0.373 -0.579
H -0.587 -1.131 2.920
H -2.644 -0.637 4.313
H 1.278 -2.451 1.373
H 1.704 -4.841 0.711
H 0.261 -5.912 -1.026
H -1.419 -4.551 -2.250
H -1.812 -2.148 -1.601
*
```

HOMO (alpha / beta): -7.8 / -7.8 eV
maximum force: 5.70 eV/A
orbital gap (alpha / beta): 7.89 / 6.04 eV
⟨S²⟩: 6.0478


Entry 4:
DFT (ωB97M-V/def2-TZVPD) results for a molecular structure, C22H20Cl2N6SeZr at a distorted geometry.

Geometry as ORCA input:
```
! RIJCOSX wB97M-V def2-TZVPD def2/J DEFGRID3
* xyz 2 1
Zr -0.054 0.072 -0.007
C 6.337 -1.482 -0.178
C 4.895 -1.406 0.220
C 4.523 -0.821 1.435
C 3.200 -0.719 1.817
C 2.185 -1.217 0.996
N 0.808 -1.117 1.315
C 0.251 -1.678 2.473
C 0.977 -2.483 3.349
C 0.400 -3.022 4.484
C -0.942 -2.808 4.786
C -1.592 -3.414 5.995
C -1.682 -2.035 3.901
C -1.105 -1.467 2.774
N -1.951 -0.676 1.923
C -2.986 0.085 2.308
C -3.650 0.529 1.175
C -2.941 -0.004 0.111
N -1.908 -0.757 0.563
C 2.559 -1.786 -0.233
C 3.889 -1.879 -0.614
N 1.537 -2.260 -1.111
C 1.419 -3.468 -1.679
C 0.257 -3.473 -2.429
C -0.285 -2.207 -2.259
N 0.497 -1.462 -1.458
H 6.941 -1.859 0.647
H 6.714 -0.487 -0.423
H 6.487 -2.123 -1.045
H 5.295 -0.443 2.093
H 2.931 -0.264 2.763
H 2.014 -2.693 3.123
H 1.006 -3.629 5.143
H -0.872 -3.956 6.603
H -2.376 -4.112 5.699
H -2.055 -2.643 6.612
H -2.740 -1.895 4.091
H -3.195 0.287 3.346
H -4.533 1.142 1.142
H -3.156 0.062 -0.945
H 4.140 -2.322 -1.571
H 2.151 -4.243 -1.519
H -0.138 -4.288 -3.011
H -1.187 -1.794 -2.684
Se 0.376 1.720 3.884
C 0.018 1.765 2.225
N -0.236 1.784 1.044
Cl 2.067 1.290 -0.994
C 1.179 1.765 -2.463
Cl -0.553 1.489 -2.159
H 1.497 1.144 -3.292
H 1.342 2.820 -2.657
*
```

HOMO: -13.6 eV
maximum force: 1.44 eV/A
orbital gap: 6.73 eV